[1]
A molecular structure, C36H47I3N2NaO3P2. Source: OMol25; level of theory: ωB97M-V/def2-TZVPD.

Results
total charge: +1
HOMO: -9.90 eV
energy above the lowest of the compared OMol25 structures with the same formula, charge and spin: 0.552 eV
gap between HOMO and LUMO: 8.0 eV

Structure (XYZ):
```
94
Properties=species:S:1:pos:R:3:forces:R:3:mulliken_charge:R:1
Na 0.16270 -0.27866 0.05332 0.3033 1.1608 0.0726 1.14
I 3.75334 1.76102 -1.11380 -0.1760 0.0290 -0.0454 0.20
C 3.34393 3.69584 -1.84787 -0.1771 -0.1394 -0.0522 -0.21
C 4.40248 4.53013 -1.60902 0.0502 0.1097 -0.0152 -0.71
C 4.42848 5.84567 -2.09812 0.0533 0.0025 0.0430 -0.85
C 3.39031 6.27820 -2.85735 0.0225 0.0493 -0.0414 -0.80
C 2.27418 5.44647 -3.11310 0.0144 -0.1572 0.1000 0.90
C 1.24442 5.98710 -3.91761 -0.0387 0.0528 -0.0423 -0.86
C 0.11609 5.27807 -4.16101 -0.0697 0.0080 -0.0216 -1.28
C -0.02897 4.00291 -3.58592 0.0770 -0.0246 0.0864 -0.16
C 0.94144 3.39397 -2.82284 0.2324 -0.0541 0.1303 1.14
P 0.53549 1.69906 -2.12683 -0.0240 0.1991 -0.4232 0.78
C 1.12634 0.59884 -3.48289 -0.1166 0.0107 0.0324 0.74
C 1.75896 -0.59074 -3.12515 -0.0512 -0.0528 -0.0282 -0.28
C 2.22502 -1.47291 -4.09251 -0.0346 -0.0087 0.0329 -0.67
C 2.04360 -1.18554 -5.43814 -0.0033 0.0178 0.0152 -0.75
C 1.41306 -0.00453 -5.80862 -0.0083 0.0188 -0.0265 -0.70
C 0.97280 0.88550 -4.83885 0.0651 0.0101 -0.0162 -0.51
C -1.29966 1.69975 -2.30159 0.0611 0.1306 0.1012 0.51
C -1.97155 2.30885 -1.23816 -0.0143 0.0425 -0.0436 -0.49
C -3.34845 2.47640 -1.26413 0.0462 -0.0324 0.0545 -0.66
C -4.08223 2.00664 -2.34386 -0.0120 -0.0385 -0.0358 -0.69
C -3.43064 1.37040 -3.39175 0.0052 -0.0360 0.0071 -0.85
C -2.04907 1.22006 -3.37280 0.0240 -0.0227 -0.0190 0.07
C 2.17701 4.11513 -2.57802 0.0903 0.1351 0.0079 -0.19
H 5.25368 4.16436 -1.05059 -0.0319 0.0077 -0.0233 0.43
H 5.27909 6.48097 -1.88634 -0.0349 -0.0220 -0.0235 0.40
H 3.39520 7.27489 -3.28538 -0.0277 -0.0681 0.0292 0.37
H 1.37897 6.98255 -4.32775 -0.0022 -0.0641 0.0527 0.38
H -0.68082 5.68627 -4.77157 0.0398 -0.0419 0.0450 0.45
H -0.96985 3.50569 -3.75071 -0.0828 -0.1425 -0.0249 0.51
H 1.90936 -0.82164 -2.07460 0.0039 -0.0056 -0.0192 0.09
H 2.74383 -2.37936 -3.80032 -0.0374 0.0486 0.0008 0.52
H 2.40695 -1.87096 -6.19519 -0.0252 0.0433 0.0406 0.40
H 1.27274 0.23266 -6.85718 0.0293 -0.0161 0.0639 0.43
H 0.52312 1.82021 -5.14853 -0.0438 0.0287 0.0221 0.44
H -1.39998 2.67230 -0.38958 -0.0332 -0.0082 -0.0142 0.38
H -3.85095 2.96997 -0.43936 0.0344 -0.0180 -0.0390 0.42
H -5.15819 2.13079 -2.36737 0.0386 -0.0027 -0.0039 0.37
H -3.99596 1.00407 -4.24122 0.0151 0.0114 0.0302 0.48
H -1.55557 0.75222 -4.21244 0.0353 -0.0883 -0.0330 0.41
I -1.73538 -2.77464 -3.59558 -0.0400 0.2546 -0.0024 0.05
C -3.59634 -2.47818 -2.60554 -0.0286 0.0169 0.0848 -1.03
I -3.54438 -1.57615 -0.67843 0.0931 -0.0441 -0.2172 0.07
H -4.05634 -3.45040 -2.49812 -0.0310 -0.0272 -0.0055 0.54
H -4.18770 -1.83677 -3.24411 -0.0139 0.0240 -0.0221 0.48
C 1.44399 3.00121 2.00427 -0.0130 -0.0666 -0.0318 -0.96
O 1.27547 1.60680 1.84008 -0.0265 0.1146 0.0045 0.47
C 1.80133 0.84788 2.90067 0.0222 0.0788 -0.1545 -0.91
C 1.58140 -0.60114 2.54059 0.1183 0.0213 -0.0158 -0.65
O 2.18846 -0.95286 1.30232 0.0540 -0.1275 0.0625 0.27
C 3.60837 -0.95930 1.34084 -0.0799 0.0536 -0.0140 -1.08
H 0.98437 3.34587 2.93814 -0.0085 0.0026 -0.0199 0.29
H 0.95850 3.49033 1.16015 0.0301 -0.0336 0.0212 0.18
H 2.50420 3.27273 2.01033 0.0230 -0.0028 0.0013 0.30
H 1.28870 1.06007 3.84928 -0.0268 0.0492 -0.0053 0.43
H 2.86637 1.07079 3.04516 -0.0037 0.0157 0.0241 0.36
H 0.51033 -0.76981 2.40309 0.0674 -0.1045 0.1395 0.17
H 1.94888 -1.23948 3.35198 -0.0018 -0.0840 -0.0267 0.59
H 3.96916 -1.54769 2.18957 0.0103 -0.0336 0.0097 0.35
H 4.01872 0.05140 1.40722 -0.0148 -0.0246 0.0226 0.19
H 3.95817 -1.41615 0.41527 -0.0300 0.0059 0.0154 0.21
C 1.75360 -3.82414 -1.20493 0.0521 0.0388 0.0348 -0.81
P 0.33067 -3.61763 -0.12780 -0.1151 -0.1166 0.1661 0.94
C 0.89541 -4.08293 1.51831 0.0250 0.0987 -0.0242 -1.10
C -0.83120 -4.91328 -0.57806 0.0708 -0.0637 -0.0206 -1.07
O -0.24442 -2.23445 -0.17094 0.0585 -1.1588 -0.1588 -0.82
H 2.18487 -4.82319 -1.10812 -0.0347 0.0744 -0.0220 0.53
H 2.49957 -3.07511 -0.92630 -0.0045 -0.0755 -0.0570 0.10
H 1.44162 -3.65467 -2.23565 0.0173 0.0039 -0.0046 0.10
H 1.34114 -5.07820 1.51530 -0.0255 0.0147 0.0107 0.46
H 0.04227 -4.06793 2.19749 0.0211 -0.0110 0.0218 0.33
H 1.63191 -3.35092 1.84962 -0.0072 -0.0342 0.0160 0.04
H -0.40948 -5.88778 -0.31961 -0.0560 0.0444 -0.0156 0.42
H -1.03704 -4.88257 -1.64727 -0.0232 0.0014 0.0668 0.23
H -1.75987 -4.76044 -0.02794 -0.0127 -0.0047 0.0053 0.30
N -1.48174 0.50505 1.46628 -0.3730 0.2145 0.4184 -0.50
C -2.16483 1.02656 2.24660 -0.1737 -0.0472 -0.0260 -0.04
N -2.97221 1.59853 3.11574 0.1901 -0.0243 -0.1131 0.22
C -4.36202 1.93701 2.75473 0.0753 -0.0606 0.0675 -0.65
C -5.23250 1.88635 4.01498 0.0997 -0.0593 0.0396 -0.75
C -4.71258 0.79962 4.95500 0.0610 0.1078 -0.0457 -0.63
C -3.34461 1.20439 5.52523 -0.0551 -0.0267 -0.0820 -0.68
C -2.51799 1.95656 4.46707 -0.1394 -0.0863 -0.0268 -0.46
H -4.70549 1.20431 2.02488 0.0254 -0.0493 -0.0199 0.46
H -4.39796 2.92352 2.28798 0.0076 0.0424 -0.0285 0.25
H -6.26497 1.69618 3.72549 -0.0105 0.0302 -0.0282 0.42
H -5.21682 2.85300 4.52498 -0.0148 -0.0082 -0.0029 0.33
H -4.61494 -0.13198 4.39203 -0.0295 -0.0336 0.0289 0.28
H -5.41855 0.61482 5.76266 -0.0033 -0.0099 0.0194 0.39
H -2.81016 0.32009 5.87433 0.0089 0.0095 -0.0149 0.32
H -3.47925 1.85994 6.38740 0.0095 -0.0123 0.0097 0.34
H -1.45824 1.72775 4.54421 0.0444 0.0070 -0.0221 0.14
H -2.63057 3.03546 4.58984 0.0154 0.0331 -0.0388 0.36
```
Positions in Å, forces in eV/Å.

---

[2]
A molecular structure, C36H48AgN7O2. Source: OMol25; level of theory: ωB97M-V/def2-TZVPD.

Results
total charge: 0
HOMO (alpha / beta): -6.78 / -6.98 eV
energy above the lowest of the compared OMol25 structures with the same formula, charge and spin: 0.223 eV
gap between HOMO and LUMO (alpha / beta): 5.6 / 5.9 eV

Structure (XYZ):
```
94
Properties=species:S:1:pos:R:3:forces:R:3:mulliken_charge:R:1
Ag -1.17562 1.21802 2.09115 -0.5050 0.5287 1.6485 0.36
C -3.64617 -0.24893 -5.19056 0.0174 0.0190 0.0149 -2.30
C -2.32539 0.03401 -4.47128 -0.0398 0.0194 -0.0635 2.16
C -1.33872 -1.08661 -4.82923 -0.0254 0.0056 0.0171 -1.02
C -1.77742 1.37484 -4.98030 -0.0029 -0.0112 0.0146 -1.67
C -2.49285 0.09252 -2.95303 0.1800 -0.0028 -0.0492 -0.40
C -1.41995 0.34093 -2.15487 -0.1282 -0.0395 0.0184 -0.48
C -1.55384 0.42817 -0.74220 0.5082 0.2711 -0.5604 -1.43
N -0.56170 0.76344 0.07968 -0.1980 -0.2668 -0.0403 -1.06
C 0.73798 0.56243 -0.04992 0.4997 0.0819 -0.7189 -0.82
C 1.32034 -0.18494 -1.11692 -0.1668 -0.0839 0.1612 0.26
C 2.65853 -0.25895 -1.30315 0.1460 -0.0594 -0.0724 -1.24
C 3.47525 0.45941 -0.38737 0.0189 0.1329 0.1558 0.18
C 3.01453 1.12597 0.71604 0.5546 -0.0804 -0.2979 -0.41
C 1.59710 1.11527 1.00205 0.3372 -0.2647 -0.3533 1.39
O 1.13328 1.47695 2.10406 0.4837 0.3367 0.4564 -0.81
C 4.00947 1.75252 1.69462 0.0148 0.0076 0.0020 2.61
C 3.62543 3.20601 2.00916 0.0459 -0.0090 0.0210 -1.85
C 5.43265 1.80249 1.12588 -0.0129 -0.0330 0.0160 -2.26
C 4.05788 0.87410 2.95776 -0.0178 0.0375 0.0247 -1.46
C 3.24444 -1.10512 -2.43442 0.0256 -0.0277 0.0082 2.12
C 2.69647 -0.61154 -3.78062 0.0181 0.0066 0.0301 -1.12
C 2.84002 -2.57196 -2.22560 0.0027 0.0190 -0.0057 -1.66
C 4.77253 -1.03194 -2.48494 -0.0381 -0.0011 0.0070 -2.41
C -2.86153 0.29334 -0.10644 -0.3753 0.0572 -0.5774 1.68
O -2.98321 0.35311 1.12154 -0.5047 -0.4101 0.6088 -1.16
C -3.98192 0.03988 -0.97331 -0.4661 -0.1724 -0.7452 -0.34
C -3.75047 -0.07685 -2.31805 -0.2946 -0.0591 0.2878 -0.07
C -5.44029 -0.11685 -0.50236 -0.0352 0.0127 -0.0165 1.86
C -5.94819 -1.50975 -0.91333 0.0204 0.0187 0.0026 -1.63
C -5.67735 0.02292 1.00507 -0.0010 0.0118 -0.0135 -2.08
C -6.29851 0.95751 -1.19335 0.0133 -0.0156 0.0127 -1.58
H -3.47246 -0.28256 -6.26738 0.0042 -0.0067 -0.0012 0.45
H -4.38521 0.53134 -4.99795 -0.0057 -0.0056 -0.0075 0.43
H -4.06973 -1.20974 -4.89087 -0.0081 0.0050 -0.0119 0.40
H -1.20448 -1.14640 -5.91190 -0.0064 0.0014 -0.0011 0.51
H -1.70530 -2.05114 -4.47237 0.0043 -0.0060 -0.0087 0.33
H -0.36100 -0.91229 -4.37974 -0.0363 -0.0007 -0.0035 -0.28
H -1.65486 1.34778 -6.06579 -0.0008 -0.0052 0.0085 0.44
H -0.80681 1.60294 -4.53767 -0.0025 0.0058 -0.0094 0.29
H -2.46096 2.18838 -4.73079 0.0057 0.0084 -0.0063 0.38
H -0.46553 0.58231 -2.59226 0.0660 0.0233 -0.0604 1.47
H 0.65245 -0.74904 -1.74804 0.0102 -0.0759 -0.0383 1.64
H 4.54016 0.43569 -0.55295 0.0009 -0.0015 -0.0109 0.48
H 3.67174 3.80645 1.09803 0.0168 -0.0139 -0.0051 0.41
H 4.33970 3.63427 2.72047 -0.0691 -0.0257 -0.0065 0.46
H 2.62210 3.29741 2.40807 -0.1230 -0.0258 0.0990 0.29
H 5.47065 2.36376 0.18963 0.0043 -0.0140 0.0156 0.43
H 5.84476 0.80703 0.95434 0.0203 0.0020 0.0013 0.41
H 6.08508 2.30359 1.84370 -0.0129 0.0081 0.0051 0.46
H 3.06573 0.70456 3.37487 0.0735 -0.0218 -0.0858 0.03
H 4.70176 1.32770 3.71987 -0.0090 0.0285 -0.0062 0.52
H 4.48488 -0.10102 2.71239 -0.0188 0.0050 0.0035 0.26
H 1.60987 -0.69266 -3.82085 0.0422 0.0095 0.0165 -0.31
H 3.10651 -1.20631 -4.60014 -0.0010 -0.0025 0.0023 0.55
H 2.96286 0.43432 -3.94661 -0.0008 0.0007 -0.0097 0.31
H 1.75477 -2.68829 -2.23352 0.0034 -0.0042 0.0022 0.28
H 3.21384 -2.94656 -1.27061 -0.0066 -0.0066 -0.0044 0.34
H 3.25094 -3.19397 -3.02437 -0.0029 -0.0063 0.0008 0.46
H 5.12392 -0.01058 -2.64753 0.0066 -0.0055 0.0036 0.42
H 5.13469 -1.64309 -3.31303 0.0040 -0.0032 -0.0049 0.45
H 5.22477 -1.41619 -1.56850 0.0067 0.0069 -0.0018 0.45
H -4.60309 -0.28701 -2.94809 0.0049 0.0114 -0.0211 0.39
H -5.35064 -2.28928 -0.43644 -0.0052 -0.0040 -0.0033 0.36
H -5.90302 -1.66259 -1.99253 -0.0061 -0.0051 0.0117 0.29
H -6.98704 -1.63550 -0.59948 0.0032 0.0044 0.0037 0.46
H -5.13786 -0.72961 1.57386 0.0111 -0.0269 0.0292 0.38
H -6.74899 -0.10209 1.18840 0.0306 0.0098 0.0011 0.50
H -5.37324 0.99837 1.37749 0.0049 0.0135 0.0183 0.41
H -6.26377 0.87693 -2.28053 -0.0012 0.0006 0.0015 0.31
H -5.95309 1.95559 -0.91730 -0.0077 0.0004 -0.0046 0.37
H -7.34127 0.85893 -0.88275 0.0038 -0.0021 0.0049 0.45
N 1.79202 2.45497 7.26724 0.1624 -0.0329 0.0079 -0.36
C 1.11342 2.29450 6.11249 -0.3112 0.0525 0.3271 0.68
N 1.80050 2.13731 4.98673 0.3848 -0.0900 -0.5164 -0.03
N -0.19830 2.30135 6.19783 -0.0270 0.0319 0.1776 -0.78
C -0.85882 2.16778 5.07706 -0.3792 0.0024 -0.2292 0.76
N -1.50378 2.06614 4.11877 0.1150 0.0701 0.1652 -0.57
H 2.78917 2.55040 7.28445 0.0026 0.0198 0.0203 0.19
H 1.26149 2.66301 8.09303 -0.0155 0.0057 -0.0156 0.25
H 2.80357 2.10010 5.00263 0.0262 0.0144 0.0065 0.14
H 1.36867 1.92493 4.08659 -0.0680 0.0926 0.1062 -0.05
N 3.15235 -4.09264 1.59089 -0.0490 0.0541 0.0260 -0.57
C 2.17268 -3.68162 2.03051 0.2375 -0.1774 -0.1144 0.00
C 0.95106 -3.16963 2.56960 -0.1897 0.0977 0.0919 0.01
C 0.07785 -3.97139 3.29943 0.0062 0.0366 -0.0151 -0.44
C -1.08424 -3.39807 3.78090 -0.0146 -0.0007 -0.0018 -0.71
C -1.32921 -2.05711 3.51401 -0.0046 -0.0318 -0.0592 -0.55
N -0.49427 -1.28853 2.81926 0.0182 0.0068 0.0668 0.30
C 0.62174 -1.83229 2.35995 0.0184 -0.0673 0.0126 -0.04
H 0.31044 -5.01273 3.47678 -0.0002 0.0011 -0.0003 0.50
H -1.79708 -3.97759 4.35038 0.0030 -0.0010 -0.0001 0.42
H -2.23636 -1.57549 3.85970 -0.0047 0.0049 0.0214 0.42
H 1.29149 -1.19529 1.79490 0.0111 0.0053 0.0128 0.45
```
Positions in Å, forces in eV/Å.